Model one:
Density functional theory data (the ωB97M-V functional and the def2-TZVPD basis) for the molecule C15H20N4O3S2.

* orbital gap: 9.29 eV
* total charge: 0

Each line ends with the Mulliken charge.
Cartesian coordinates (Å):
C: -3.6372 -0.4392 -2.6821  -1.192
C: -2.5820 -0.6142 -1.5961  -0.619
N: -2.8312 0.2402 -0.4486  0.262
C: -3.9232 -0.0410 0.4002  0.171
C: -3.9067 -1.1967 1.1740  -0.331
C: -4.9665 -1.4774 2.0167  -0.643
C: -6.0384 -0.6044 2.1045  -0.405
C: -6.0519 0.5483 1.3377  -0.853
C: -5.0038 0.8279 0.4782  -0.056
S: -2.2541 1.7769 -0.5515  1.112
O: -2.3681 2.3257 -1.8684  -0.607
O: -2.7021 2.5499 0.5629  -0.647
C: -0.5021 1.5063 -0.2671  0.286
N: 0.2266 0.5532 -0.7203  -0.402
N: 1.4993 0.6163 -0.3628  -0.278
C: 1.7778 1.6405 0.3801  0.428
N: 2.9897 1.9657 0.8853  -0.061
C: 4.2296 1.3302 0.7454  0.426
O: 5.1801 1.8458 1.2740  -0.619
C: 4.2333 0.0732 -0.0651  -1.004
C: 5.6054 -0.6096 -0.0942  0.698
C: 5.9257 -1.2265 1.2644  -1.469
C: 5.6281 -1.6747 -1.1865  -1.557
S: 0.3590 2.6586 0.7087  -0.191
H: -3.4161 -1.0926 -3.5218  0.429
H: -4.6240 -0.6844 -2.2940  0.322
H: -3.6373 0.5920 -3.0251  0.289
H: -2.5546 -1.6502 -1.2489  0.490
H: -1.5945 -0.3446 -1.9719  0.310
H: -3.0623 -1.8665 1.1128  0.425
H: -4.9503 -2.3770 2.6139  0.381
H: -6.8606 -0.8232 2.7690  0.393
H: -6.8867 1.2300 1.4002  0.369
H: -5.0064 1.7195 -0.1289  0.427
H: 3.0304 2.8145 1.4388  0.234
H: 3.9118 0.3318 -1.0767  0.512
H: 3.4749 -0.6046 0.3311  0.449
H: 6.3614 0.1498 -0.3166  0.293
H: 5.9359 -0.4604 2.0345  0.387
H: 5.1844 -1.9793 1.5259  0.315
H: 6.9035 -1.7012 1.2426  0.401
H: 5.4394 -1.2341 -2.1627  0.380
H: 6.5972 -2.1665 -1.2152  0.424
H: 4.8666 -2.4279 -0.9965  0.323



Model two:
Density functional theory data (the ωB97M-V functional and the def2-TZVPD basis) for C15H20N4O3S2 as an isolated structure.

* orbital gap: 7.75 eV
* total charge: 0

Each line ends with the Mulliken charge.
Cartesian coordinates (Å):
C: 3.7106 0.3850 0.7294  -0.874
C: 3.7084 -0.0609 2.1880  -0.593
C: 2.3242 -0.4433 2.7144  -0.571
C: 1.6666 -1.6036 1.9677  -0.809
N: 1.1182 -1.1674 0.7067  0.230
C: 1.2724 -1.8236 -0.4471  0.234
O: 1.8241 -2.8993 -0.5708  -0.722
C: 0.6984 -1.0427 -1.6419  -0.083
N: -0.5781 -0.4205 -1.2779  0.303
S: -0.5777 1.2489 -1.3951  1.566
O: 0.6195 1.7165 -0.7618  -0.676
O: -0.8735 1.7169 -2.7206  -0.757
C: -1.9750 1.6486 -0.3480  -0.413
C: -3.0775 2.2917 -0.8357  -0.173
C: -4.1642 2.6245 -0.0008  -0.831
C: -4.1594 2.3239 1.3348  -0.643
C: -3.0361 1.6680 1.8660  0.264
N: -2.8225 1.2897 3.1282  -0.700
S: -1.3880 0.5864 3.2224  0.207
N: -0.9514 0.7116 1.6823  -0.076
C: -1.9263 1.3235 1.0124  0.385
H: -4.9823 2.5774 1.9834  0.454
H: -5.0127 3.1313 -0.4337  0.396
H: -3.0934 2.5477 -1.8839  0.555
C: -1.6286 -1.0577 -2.0533  -0.736
C: -0.9496 -1.4831 -3.3537  -0.683
H: -0.8594 -0.6133 -4.0055  0.296
C: 0.4284 -1.9293 -2.8669  -0.800
H: 0.4166 -2.9721 -2.5449  0.340
H: 1.1983 -1.8136 -3.6259  0.354
H: -1.4922 -2.2702 -3.8726  0.442
H: -1.9915 -1.9258 -1.4937  0.403
H: -2.4461 -0.3521 -2.2011  0.414
H: 1.4151 -0.2443 -1.8638  0.537
H: 0.6270 -0.2818 0.7001  -0.008
H: 2.3857 -2.3983 1.7542  0.446
H: 0.8625 -2.0237 2.5869  0.309
H: 2.4172 -0.7186 3.7676  0.354
H: 1.6632 0.4241 2.6495  0.217
H: 4.0911 0.7516 2.8109  0.356
H: 4.3843 -0.9110 2.3055  0.315
H: 2.9237 1.1118 0.5392  0.153
H: 4.6677 0.8399 0.4826  0.442
H: 3.5624 -0.4628 0.0666  0.172



Of them, model one has the lowest stability.